Molecular formula: C3H2O3S
Method: DFT, ωB97M-V/def2-TZVPD

Each line ends with the Löwdin charge.
Geometry (Å):
O (-2.0348, -0.8493, -0.1566)  0.05
C (-0.7756, -0.2611, -0.1118)  -0.32
C (-0.4858, 1.0425, 0.0074)  0.07
O (0.9601, 1.1037, -0.2028)  0.00
C (1.4566, -0.0574, -0.1558)  -0.91
S (3.0987, -0.4994, -0.0487)  0.62
O (0.4454, -0.9563, -0.1288)  0.06
H (-1.9705, -1.7358, 0.4784)  0.22
H (-0.6941, 2.2132, 0.3187)  0.21

The calculation puts the HOMO energy at -8.7 eV. As for the total energy: -739.33053 Ha. The calculation puts the energy above the lowest of the compared OMol25 structures with the same formula, charge and spin at 75.8 kcal/mol. The structure (SMILES) is Oc1coc(=S)o1. As for the multiplicity: 1.

---

Molecular formula: CH2HgMgO
Method: DFT, ωB97M-V/def2-TZVPD

Each line ends with the Löwdin charge.
Geometry (Å):
C (0.4485, -0.3517, -0.3287)  -0.48
O (-0.0698, 0.5901, -0.9312)  -0.41
H (0.5268, -1.4199, -0.5550)  0.05
Mg (2.1548, 0.3991, 0.9642)  1.08
Hg (-1.8705, 1.3433, 0.4486)  0.75
H (-1.1898, -0.5609, 0.4021)  0.01

Its expectation value of S² is 0.82. The calculation puts the HOMO energy (alpha / beta) at -12.3 / -12.8 eV. As for the total energy: -467.59531 Ha. The calculation puts the energy above the lowest of the compared OMol25 structures with the same formula, charge and spin at 4.8 kcal/mol. As for the multiplicity: 2. Its total charge is +1.

---

Molecular formula: C5H7N3
Method: DFT, ωB97M-V/def2-TZVPD

Each line ends with the Löwdin charge.
Geometry (Å):
C (-2.2170, 0.8445, -0.2765)  -0.23
C (0.0755, -0.3433, 0.0655)  -0.35
C (0.4650, 0.9788, 0.3591)  -0.17
C (1.7836, 1.0628, -0.0585)  -0.16
C (1.2294, -1.0983, -0.1178)  -0.12
H (-3.2111, 1.3979, -1.1943)  0.14
H (-0.8136, 1.2048, -0.7269)  0.16
H (-2.5307, 0.9357, 1.3313)  0.21
H (-0.1496, 1.8345, 1.0081)  0.17
H (2.6389, 1.8317, -0.0085)  0.14
H (3.2431, -0.6495, 0.1709)  0.25
H (1.6646, -2.2849, 0.1832)  0.20
N (-2.3127, -0.5260, -0.0178)  -0.18
N (-1.1705, -1.1209, 0.1772)  0.01
N (2.2174, -0.2013, -0.2444)  -0.07

The calculation puts the HOMO energy at -8.4 eV. As for the total energy: -358.60980 Ha. The calculation puts the energy above the lowest of the compared OMol25 structures with the same formula, charge and spin at 256.4 kcal/mol. As for the multiplicity: 1.

---

Molecular formula: C23H48N8O3PV
Method: DFT, ωB97M-V/def2-TZVPD

Each line ends with the Löwdin charge.
Geometry (Å):
V (0.0156, -0.1398, -0.5412)  0.96
N (-1.2912, -1.8540, -1.0515)  -0.01
C (-2.2452, -2.2178, 0.0091)  -0.10
C (-2.4702, -0.9816, 0.8526)  -0.51
O (-3.4132, -0.8536, 1.5875)  0.14
N (-1.4537, -0.0535, 0.7121)  -0.08
C (-1.6188, 1.1267, 1.5440)  -0.08
C (-0.4868, 2.0490, 1.1980)  -0.51
O (-0.2830, 3.1587, 1.5705)  0.17
O (0.3550, 1.4281, 0.3186)  -0.20
H (-0.7798, -2.6659, -1.3895)  0.12
H (-1.8036, -1.5011, -1.8541)  0.07
H (-3.1937, -2.5782, -0.3842)  0.14
H (-1.8366, -3.0069, 0.6426)  0.14
H (-2.5761, 1.6249, 1.3725)  0.15
H (-1.5833, 0.8938, 2.6115)  0.16
N (1.0628, -1.7819, 0.4122)  -0.02
C (1.7116, -1.3174, 1.6975)  -0.18
C (3.2234, -1.2830, 1.5972)  -0.18
C (3.7999, -0.2082, 0.6804)  -0.17
C (3.4637, -0.3350, -0.8004)  -0.20
N (2.1593, 0.2848, -1.1631)  -0.01
H (0.3924, -2.5042, 0.6561)  0.09
H (1.7690, -2.2509, -0.1502)  0.10
H (1.4053, -1.9984, 2.4901)  0.13
H (1.3223, -0.3295, 1.9444)  0.11
H (3.5914, -2.2705, 1.2979)  0.13
H (3.6083, -1.1173, 2.6046)  0.13
H (4.8859, -0.2419, 0.7720)  0.13
H (3.5017, 0.7851, 1.0326)  0.13
H (3.4590, -1.3801, -1.1224)  0.12
H (4.2424, 0.1553, -1.3873)  0.13
H (2.0956, 0.3021, -2.1788)  0.06
H (2.1841, 1.2614, -0.8724)  0.08
N (-0.3834, 0.4150, -2.0328)  -0.19
P (-0.7479, 1.6300, -3.1286)  0.68
N (-2.3567, 1.5862, -3.2655)  -0.20
C (-3.3144, 1.0561, -2.2891)  -0.18
C (-4.1258, -0.0670, -2.9230)  -0.17
C (-4.8098, 0.4232, -4.1981)  -0.18
C (-3.8061, 1.0416, -5.1694)  -0.16
C (-2.9932, 2.1300, -4.4833)  -0.17
N (-0.2539, 3.0911, -2.6444)  -0.16
C (1.1755, 3.4842, -2.6174)  -0.18
C (1.5212, 4.1909, -1.3157)  -0.16
C (0.7002, 5.4816, -1.1517)  -0.16
C (-0.6056, 5.4160, -1.9509)  -0.16
C (-1.1867, 4.0123, -1.9357)  -0.15
N (0.0812, 1.2329, -4.4632)  -0.20
C (0.2160, -0.1670, -4.8939)  -0.18
C (1.7027, -0.5417, -4.9517)  -0.16
C (2.5609, 0.7030, -5.2151)  -0.18
C (1.8325, 1.6661, -6.1479)  -0.15
C (0.5182, 2.1695, -5.5196)  -0.16
H (-3.9846, 1.8691, -1.9898)  0.14
H (-2.7846, 0.7368, -1.3925)  0.08
H (-4.8637, -0.4382, -2.2097)  0.12
H (-3.4560, -0.9010, -3.1783)  0.11
H (-5.5621, 1.1708, -3.9295)  0.13
H (-5.3433, -0.3963, -4.6789)  0.12
H (-4.3222, 1.4625, -6.0329)  0.13
H (-3.1221, 0.2739, -5.5459)  0.11
H (-3.6395, 2.9633, -4.1890)  0.13
H (-2.2289, 2.5377, -5.1448)  0.11
H (1.3816, 4.1492, -3.4598)  0.12
H (1.7854, 2.5910, -2.7635)  0.09
H (2.5896, 4.4124, -1.3147)  0.12
H (1.3275, 3.5182, -0.4785)  0.08
H (1.2774, 6.3474, -1.4749)  0.12
H (0.4782, 5.6257, -0.0942)  0.12
H (-0.4485, 5.7200, -2.9891)  0.12
H (-1.3429, 6.1037, -1.5378)  0.13
H (-2.1509, 3.9833, -2.4393)  0.11
H (-1.3264, 3.6857, -0.9009)  0.12
H (-0.2435, -0.2562, -5.8816)  0.13
H (-0.3442, -0.8200, -4.2263)  0.10
H (1.8523, -1.2768, -5.7438)  0.12
H (2.0089, -1.0311, -4.0211)  0.09
H (3.5199, 0.4148, -5.6434)  0.12
H (2.7884, 1.2192, -4.2759)  0.09
H (1.6196, 1.1568, -7.0897)  0.12
H (2.4641, 2.5183, -6.3945)  0.12
H (-0.2615, 2.2348, -6.2833)  0.12
H (0.6387, 3.1578, -5.0859)  0.10

The calculation puts the HOMO energy at -14.9 eV. As for the total energy: -2853.96693 Ha. The calculation puts the energy above the lowest of the compared OMol25 structures with the same formula, charge and spin at 0.0 kcal/mol. As for the multiplicity: 1. Its total charge is +2.

---

Molecular formula: CHCl2NO
Method: DFT, ωB97M-V/def2-TZVPD

Each line ends with the Löwdin charge.
Geometry (Å):
C (0.1188, -0.4751, 0.0500)  -0.99
N (-0.9578, 0.3136, -0.2138)  -0.53
O (-0.5171, -0.1130, 1.1537)  -0.06
Cl (-0.0192, -2.0655, -0.5112)  0.71
Cl (-0.8405, 1.9292, -0.4779)  0.69
H (2.2158, 0.4108, -0.0008)  0.18

The calculation puts the HOMO energy (alpha / beta) at -10.0 / -10.6 eV. As for the total energy: -1088.79368 Ha. The calculation puts the energy above the lowest of the compared OMol25 structures with the same formula, charge and spin at 132.2 kcal/mol. As for the multiplicity: 1.

---

Molecular formula: C3H5LiO2Tl
Method: DFT, ωB97M-V/def2-TZVPD

Each line ends with the Löwdin charge.
Geometry (Å):
C (0.8660, 0.5799, -0.6124)  -0.12
C (-0.4581, 0.1489, -1.2325)  -0.10
H (0.9238, 1.6636, -0.5029)  0.11
H (1.7167, 0.2601, -1.2134)  0.10
H (-0.9119, 0.9212, -1.8537)  0.07
H (-1.1404, -0.3037, -0.2786)  0.09
H (-0.3572, -0.7545, -1.8347)  0.07
O (-0.9922, -0.8770, 1.3357)  -0.32
C (0.0712, -0.4024, 1.5036)  -0.55
O (1.0927, 0.0697, 0.9117)  -0.17
Li (2.5331, -0.9490, 1.8223)  0.77
Tl (-3.3435, -0.3567, 1.9548)  1.05

The calculation puts the HOMO energy at -9.2 eV. As for the total energy: -447.45919 Ha. The calculation puts the energy above the lowest of the compared OMol25 structures with the same formula, charge and spin at 0.0 kcal/mol. As for the multiplicity: 1. Its total charge is +1.